51
Properties=species:S:1:pos:R:3 method="wB97M-V/def2-TZVPD" gap_ev=9.614 e_lumo_ev=-2.111 energy_ha=-1175.34790 total_charge=+1 homo_ev=-11.72
Ag 1.41158 1.26905 -0.23226
C -1.14536 -1.46914 2.92909
C -0.11705 -1.23629 1.83689
C -0.55863 -1.86258 0.52548
O -0.75202 -3.23804 0.61732
C 0.41498 -4.00187 0.41994
N 0.06503 0.22863 1.53931
H -2.14479 -1.21525 2.57527
H -0.91875 -0.90880 3.83984
H -1.13478 -2.52047 3.22475
H 0.84689 -1.68119 2.09640
H 0.21042 -1.60362 -0.22405
H -1.45036 -1.36499 0.12957
H 0.17518 -5.00350 0.76657
H 1.29110 -3.62071 0.95670
H 0.67965 -4.04302 -0.64491
H 0.17694 0.72004 2.42456
H -0.88700 0.48102 1.24197
C -1.94284 2.83958 -2.66192
C -1.98507 2.69191 -1.15996
C -2.57729 1.33723 -0.80870
O -2.54136 1.02561 0.57499
C -3.44313 1.80787 1.37572
N -0.60394 2.71969 -0.60639
H -1.55736 3.81619 -2.96272
H -2.92365 2.73081 -3.12624
H -1.27596 2.08992 -3.09425
H -2.60141 3.47469 -0.70241
H -1.94640 0.56923 -1.27104
H -3.59347 1.20835 -1.19781
H -4.46352 1.61123 1.04482
H -3.25111 2.88121 1.26294
H -3.22009 1.54247 2.40322
H -0.21475 3.65139 -0.73688
H -0.77036 2.66490 0.40143
C 3.94443 0.21476 1.63247
O 3.38734 0.77721 0.67010
N 3.31079 -0.03629 2.81278
N 5.27189 -0.13276 1.56603
H 3.80105 -0.52969 3.53850
H 2.31054 -0.10661 2.78596
H 5.58679 -0.97050 2.02179
H 5.77252 0.17833 0.75275
C 1.12919 -0.46242 -3.24366
O 1.11457 0.55163 -2.55686
N 1.56579 -1.67513 -2.80083
N 0.70081 -0.41344 -4.54819
H 1.92988 -1.79032 -1.87684
H 1.56246 -2.44434 -3.44439
H 0.65833 -1.24916 -5.09982
H 0.70229 0.49722 -4.96700

---

46
Properties=species:S:1:pos:R:3 method="wB97M-V/def2-TZVPD" spin_multiplicity=2 gap_ev="10.395 / 2.750" e_lumo_ev="-5.741 / -13.291" energy_ha=-1374.43298 total_charge=+2 homo_ev="-16.14 / -16.04"
K -22.41599 28.99138 31.94500
C -23.52487 28.28226 27.14615
C -23.13119 27.46174 28.37309
O -23.68892 28.20408 29.45222
H -22.96574 29.19321 26.93250
H -24.57212 28.58434 27.13571
H -23.24646 27.70362 26.26537
H -22.06008 27.34981 28.54133
H -23.56173 26.46401 28.45833
H -24.63454 28.03986 29.43125
C -20.71394 32.20990 28.51358
C -21.63404 31.56994 29.54053
O -20.87586 31.16875 30.67972
H -21.26955 32.27349 27.57797
H -19.83488 31.59768 28.31224
H -20.37893 33.19840 28.82781
H -22.04710 30.68065 29.06445
H -22.42744 32.18954 29.95852
H -20.69507 31.88522 31.29257
C -24.64611 25.64523 32.11975
C -23.39732 25.69534 32.96701
O -23.37182 26.90060 33.69867
H -24.74511 26.43545 31.37554
H -25.49957 25.68665 32.79651
H -24.65544 24.67356 31.62593
H -22.51841 25.65051 32.32389
H -23.48810 24.79394 33.57310
H -23.61000 26.73464 34.61372
C -25.93421 32.46461 31.85204
C -24.58461 31.64352 31.72324
O -24.49282 30.72977 32.84885
H -26.15796 32.94173 30.89789
H -25.89275 33.22171 32.63510
H -26.74959 31.75976 32.01461
H -23.79585 32.39163 31.80245
H -24.52019 31.13964 30.75884
H -24.92447 31.14169 33.60091
C -20.55913 28.90974 35.94255
C -20.12082 30.08262 35.16439
O -20.82317 30.25255 33.89922
H -20.08633 28.85790 36.92330
H -20.27323 27.96915 35.47176
H -21.63687 28.76833 36.02366
H -19.03273 30.07589 35.10021
H -20.41552 30.88118 35.84523
H -20.65834 31.14270 33.57977

---

50
Properties=species:S:1:pos:R:3 method="wB97M-V/def2-TZVPD" gap_ev=9.748 smiles=OCCO.OCCO.OCCO.OCCO.OCCO e_lumo_ev=0.146 energy_ha=-1151.20847 homo_ev=-9.60
O -1.37398 -1.39773 0.07677
C -0.97549 -0.06816 0.37439
C -1.90504 0.82919 -0.61792
O -3.27826 0.52125 -0.25860
H -2.31204 -1.45301 0.27321
H -1.28897 0.16226 1.39259
H 0.10394 0.06043 0.29440
H -1.87993 0.40975 -1.62368
H -1.46350 1.82565 -0.63237
H -3.82106 1.17325 -0.70789
O 3.79419 -4.12084 -0.23903
C 2.90900 -2.91583 -0.22423
C 1.81565 -2.74036 -1.34797
O 1.25045 -3.95529 -1.75612
H 4.46081 -3.85446 0.39836
H 2.41557 -3.12543 0.72482
H 3.46117 -1.99908 -0.01738
H 2.31795 -2.25542 -2.18500
H 0.94308 -2.12850 -1.11917
H 0.78277 -4.27596 -0.98150
O 2.47298 0.36026 -1.04916
C 3.00842 0.84691 0.20644
C 4.54486 0.68929 0.36674
O 5.23076 1.90947 0.38366
H 1.81417 1.01705 -1.28622
H 2.75981 1.89701 0.36004
H 2.53319 0.29788 1.01935
H 4.99388 0.09435 -0.42858
H 4.74955 0.24317 1.33998
H 5.26581 2.18096 -0.53649
O 0.69145 -3.42348 4.32659
C 0.43210 -2.25658 3.52141
C 1.49112 -1.25901 3.67302
O 2.67841 -1.84042 3.36408
H 0.53987 -2.93119 5.13669
H 0.13006 -2.65255 2.55183
H -0.49645 -1.79413 3.85614
H 1.56157 -0.86038 4.68506
H 1.21778 -0.44037 3.00728
H 3.00163 -2.49451 3.98801
O -5.69663 5.60960 -3.71210
C -6.06567 4.58790 -2.70857
C -5.51168 3.17538 -3.06964
O -4.29037 3.11974 -2.49907
H -4.78673 5.41779 -3.95061
H -5.80694 4.96761 -1.72015
H -7.14091 4.40942 -2.71867
H -5.51192 2.86193 -4.11360
H -6.08346 2.38858 -2.57758
H -3.68288 3.18644 -3.23941

---

44
Properties=species:S:1:pos:R:3 method="wB97M-V/def2-TZVPD" gap_ev=9.004 smiles=C[Si](C)(C)[Si](C)(C)[Si](C)(C)[Si](C)(C)C e_lumo_ev=0.719 energy_ha=-1556.97274 homo_ev=-8.28
C 1.92374 3.05836 -1.20709
Si 2.42107 1.92579 0.11767
C 3.41791 0.47002 -0.58318
C 3.69707 2.76965 1.16070
Si 0.68580 0.49269 0.99078
C -0.61857 1.66056 1.75340
C 1.16208 -0.72497 2.29215
Si -0.40719 -0.75916 -0.68010
C -0.18444 -0.03635 -2.41228
C 0.69022 -2.39670 -0.68862
Si -2.78083 -1.29113 -0.48951
C -4.00384 0.23713 -0.48547
C -3.43167 -2.94099 -1.22449
C -2.66553 -1.91814 1.24945
H 2.69905 3.18078 -1.98082
H 1.56762 3.99919 -0.79849
H 0.94693 2.72636 -1.63336
H 2.73403 -0.25881 -1.02830
H 4.02378 0.85497 -1.37016
H 4.02677 -0.12658 0.09085
H 4.56593 2.14898 1.54122
H 3.88514 3.80577 0.78953
H 3.21761 2.96842 2.12921
H -0.18604 2.61034 1.92097
H -0.82037 1.06832 2.69320
H -1.50193 1.78414 1.20757
H 2.19701 -0.50115 2.54536
H 0.64944 -0.57970 3.29111
H 0.99734 -1.70546 1.92225
H -0.49799 0.99787 -2.55618
H 0.82323 -0.18767 -2.72363
H -0.70245 -0.69877 -3.08838
H 0.49438 -3.09588 -1.47607
H 1.72254 -2.10456 -0.93709
H 0.61197 -3.07174 0.20148
H -4.48838 0.34588 -1.45594
H -3.58163 1.21764 -0.21277
H -4.87257 0.17555 0.21749
H -3.14047 -3.75016 -0.62925
H -2.99661 -3.33521 -2.19054
H -4.53978 -2.91298 -1.21917
H -2.12260 -1.17521 1.89136
H -3.58384 -2.11996 1.77462
H -2.03392 -2.80712 1.29049

---

71
Properties=species:S:1:pos:R:3 method="wB97M-V/def2-TZVPD" gap_ev=1.599 e_lumo_ev=-10.813 energy_ha=-7185.90729 total_charge=+1 homo_ev=-12.41
Tl -0.20901 0.12354 0.13811
As -1.84793 -1.03423 6.43838
F -0.34719 0.02734 6.58503
F -2.00247 -1.32822 8.27222
F -3.32828 -2.04162 6.07012
F -1.77604 -0.66758 4.67837
F -0.90868 -2.51627 6.25360
F -2.85721 0.42670 6.67917
As 3.59860 -4.09633 -3.07142
F 2.27955 -5.30585 -3.34769
F 4.04302 -4.88671 -1.49679
F 4.82195 -2.86113 -2.80828
F 3.12593 -3.09334 -4.47624
F 2.43751 -3.11474 -2.08893
F 4.78781 -5.15176 -3.93579
C -2.80450 2.82310 -2.42160
O -1.67915 2.10677 -2.79052
C -1.15706 2.52487 -4.07312
C -0.22382 1.42791 -4.48355
N 1.00900 1.16712 -3.67488
C 1.88124 2.35609 -3.81429
C 3.21999 2.12132 -3.07877
O 3.01319 1.66891 -1.78636
C 4.17644 1.70291 -0.97507
H -3.70275 2.69195 -3.02498
H -2.60621 3.88868 -2.30620
H -3.14061 2.48153 -1.44259
H -0.61585 3.45797 -4.22971
H -1.99428 2.45298 -4.76738
H 0.05659 1.56846 -5.52745
H -0.79883 0.50973 -4.60353
H 1.48406 0.40643 -4.13938
H 1.42584 3.26166 -3.41348
H 2.12223 2.49440 -4.86828
H 3.76974 3.06232 -3.09800
H 3.73140 1.40580 -3.72267
H 5.12346 1.39805 -1.42037
H 4.08372 0.93939 -0.20272
H 4.27558 2.73428 -0.63659
C -3.47115 4.45304 3.14682
O -2.89788 3.53528 2.55764
N -4.05313 4.38382 4.29593
N -3.58635 5.62208 2.65085
H -3.68006 3.65475 4.88702
H -4.58960 5.11390 4.74232
H -4.18262 6.24659 3.17482
H -2.88377 5.91018 1.98491
C -3.00241 -4.14858 -3.16514
O -2.38492 -3.14553 -2.85557
N -4.30325 -4.24075 -3.39196
N -2.50250 -5.24278 -3.52798
H -4.90129 -3.42700 -3.40799
H -4.69220 -5.12532 -3.68581
H -3.05722 -6.07661 -3.65881
H -1.49629 -5.27108 -3.44527
C 2.82200 3.79719 3.99046
O 2.32518 3.00910 3.17639
N 3.62548 4.78362 3.72030
N 2.61204 3.63284 5.26758
H 3.93305 5.43891 4.42463
H 3.85828 4.84033 2.73912
H 1.88428 2.97918 5.51899
H 3.16801 4.11520 5.95917
C -0.30408 -5.74601 1.78169
O -0.44427 -4.55831 1.46316
N -0.37001 -6.22723 3.01121
N 0.16770 -6.65243 0.96757
H -0.48728 -5.62143 3.81081
H -0.35389 -7.22838 3.14361
H 0.29492 -7.60766 1.26997
H 0.48625 -6.32937 0.06522

---

55
Properties=species:S:1:pos:R:3 method="wB97M-V/def2-TZVPD" gap_ev=3.247 e_lumo_ev=-2.540 energy_ha=-1752.16218 total_charge=-1 homo_ev=-5.79
Hg 22.72522 1.82272 -7.56815
B 21.74333 -0.53560 -5.79707
H 21.75852 -0.80896 -6.84076
H 20.95541 0.19809 -5.72548
H 21.50365 -1.37029 -5.15670
H 22.62492 -0.02685 -5.43899
B 20.76078 4.42235 -6.94034
H 20.41537 3.73428 -7.69630
H 21.53288 5.03302 -7.38215
H 19.96211 5.05124 -6.57860
H 21.18503 3.82195 -6.15055
C 26.46590 5.64598 -4.30361
F 25.65610 5.13725 -3.35225
F 25.82635 6.57041 -5.01811
F 27.59049 6.20162 -3.80136
S 26.86104 4.10243 -5.49505
O 27.64871 3.08814 -4.78737
O 25.53271 3.57143 -5.82411
O 27.53120 4.58083 -6.73419
C 25.89475 -2.44261 -9.48648
C 25.95584 -1.45439 -8.28552
C 27.41597 -1.30135 -7.74326
O 25.37189 -0.30876 -8.86810
H 26.50089 -3.19661 -8.98431
H 26.58524 -2.21045 -10.29730
H 24.95948 -2.93477 -9.75326
H 25.39109 -1.72478 -7.39331
H 27.86016 -2.22128 -7.36309
H 27.39081 -0.69343 -6.83888
H 28.07425 -0.82570 -8.47026
H 26.04059 0.08983 -9.42986
C 21.06753 -0.30578 -12.58114
C 21.03730 0.95898 -11.82805
C 20.06936 1.94872 -12.34586
O 20.77507 0.75745 -10.49780
H 20.10768 -0.81401 -12.67320
H 21.79584 -0.96661 -12.11105
H 21.37936 -0.08184 -13.60129
H 22.03859 1.38492 -11.89216
H 20.23946 2.34908 -13.34529
H 19.99607 2.81745 -11.69160
H 19.00500 1.71371 -12.34735
H 20.03535 0.15948 -10.36796
C 24.02963 6.63827 -10.25807
C 23.59082 5.27957 -10.97305
C 23.73597 5.30085 -12.47010
O 24.21258 4.27853 -10.19622
H 25.10506 6.69899 -10.09115
H 23.40788 6.77338 -9.37305
H 23.66156 7.45412 -10.88017
H 22.54049 5.13709 -10.71885
H 22.71566 5.38853 -12.84345
H 24.17106 4.43142 -12.96294
H 24.31030 6.19146 -12.72516
H 25.16835 4.33026 -10.26997

---

51
Properties=species:S:1:pos:R:3 method="wB97M-V/def2-TZVPD" spin_multiplicity=8 gap_ev="4.834 / 8.455" e_lumo_ev="-4.124 / -4.231" energy_ha=-3253.33923 total_charge=+1 homo_ev="-8.96 / -12.69"
Co 2.78412 -1.76507 0.05417
V -0.15253 -2.11624 -1.15410
O 1.17620 -0.55767 -0.28826
H 1.37859 0.18142 -0.89433
O 1.72718 -3.14291 -1.01952
H 2.09390 -3.43425 -1.87694
C -1.41985 0.90529 3.67691
C -0.17091 0.60285 2.87118
O -0.53801 0.54439 1.50490
H -2.21013 0.23343 3.34200
H -1.82054 1.91704 3.61446
H -1.14721 0.78392 4.72526
H 0.20324 -0.33720 3.27664
H 0.54714 1.41289 2.99893
H 0.19185 0.15083 1.02115
C 3.32773 0.84025 -3.21170
C 3.12924 -0.65382 -2.93325
O 3.80982 -1.05075 -1.70664
H 2.59669 1.43202 -2.66081
H 3.13428 1.06678 -4.26021
H 4.38528 1.03455 -3.03303
H 3.46390 -1.27811 -3.76171
H 2.06650 -0.89258 -2.89231
H 4.75025 -1.03167 -1.89857
C -2.44432 -2.68372 2.12481
C -0.97878 -2.88393 2.35483
O -0.25503 -2.61963 1.15604
H -2.69335 -1.66525 1.82685
H -3.02768 -3.07076 2.96027
H -2.68729 -3.32349 1.27643
H -0.68367 -3.90936 2.57736
H -0.63729 -2.22396 3.15229
H 0.63740 -2.43777 1.45953
C -3.38758 0.91198 -1.16348
C -3.22876 -0.50692 -0.72977
O -1.83788 -0.72853 -0.54657
H -4.43895 1.17221 -1.28594
H -2.96548 1.02112 -2.16249
H -2.90308 1.61616 -0.48711
H -3.50494 -1.13510 -1.57665
H -3.84962 -0.72576 0.13899
H -1.53725 -0.11640 0.12910
C 0.03348 2.77166 -1.30216
C 1.19275 3.12938 -0.33872
O 1.54875 4.48826 -0.52469
H -0.48491 1.84765 -1.04610
H 0.43163 2.66027 -2.31071
H -0.78214 3.49419 -1.27399
H 2.00305 2.44472 -0.58925
H 0.85979 2.91642 0.67709
H 2.31440 4.71119 0.00980

---

53
Properties=species:S:1:pos:R:3 method="wB97M-V/def2-TZVPD" gap_ev=7.956 e_lumo_ev=0.080 energy_ha=-1145.67197 homo_ev=-7.88
N 19.11181 -2.32313 -6.31309
H 18.72771 -3.18538 -6.67239
H 18.59532 -2.38885 -5.44762
H 18.63233 -1.54962 -6.75114
H 20.10711 -2.25292 -6.15645
N 16.69725 -2.22200 -3.64455
O 17.76697 -2.46614 -4.13034
O 15.72078 -2.12591 -4.41049
O 16.58185 -2.07409 -2.41698
C 15.18898 -2.08581 -8.00554
C 16.13473 -1.44255 -9.08107
O 17.38153 -0.92083 -8.55310
O 15.59661 -3.42909 -7.79123
H 14.18874 -2.03701 -8.43591
H 15.06951 -1.71065 -6.98914
H 15.60528 -0.66543 -9.63231
H 16.44935 -2.27915 -9.70494
H 18.05728 -1.08310 -9.21540
H 15.17090 -3.81892 -7.02416
C 19.02615 -5.17796 -9.68961
C 18.68473 -5.66189 -8.30535
C 20.01452 -6.07226 -7.61055
O 19.89832 -6.61863 -6.33749
C 21.03761 -6.99651 -5.62836
N 18.10436 -4.64029 -7.50545
H 19.96366 -5.58185 -10.07177
H 19.08492 -4.09591 -9.80722
H 18.41532 -5.61796 -10.47789
H 18.04277 -6.54119 -8.35847
H 20.63667 -5.17749 -7.63095
H 20.44627 -6.78321 -8.31499
H 21.50488 -6.08605 -5.25311
H 21.76150 -7.64291 -6.12460
H 20.55977 -7.52425 -4.80298
H 17.67251 -5.12913 -6.73432
H 17.30916 -4.40364 -8.08143
C 23.06716 -2.58405 -4.78653
C 22.82333 -1.48782 -5.83505
C 22.85363 -2.00803 -7.32014
O 24.06332 -2.72534 -7.55083
C 23.97049 -3.59742 -8.67520
N 21.50573 -0.94163 -5.57245
H 22.90968 -2.42945 -3.71910
H 24.08610 -2.97107 -4.77844
H 22.42243 -3.46277 -4.76986
H 23.47844 -0.62470 -5.71688
H 22.77366 -1.20431 -8.05208
H 22.00162 -2.65962 -7.51408
H 23.31334 -4.42085 -8.39555
H 24.99653 -3.91250 -8.86510
H 23.50808 -3.13843 -9.54905
H 21.59413 -0.65272 -4.60869
H 21.44148 -0.05956 -6.06023

---

53
Properties=species:S:1:pos:R:3 method="wB97M-V/def2-TZVPD" gap_ev=8.744 e_lumo_ev=2.811 energy_ha=-3536.45472 total_charge=-1 homo_ev=-5.93
Br 2.78796 10.61757 23.63532
C 7.04522 7.98071 25.67294
C 5.81598 8.83287 25.75601
O 4.84659 8.29919 24.86248
H 6.78714 6.94735 25.90719
H 7.82571 8.34009 26.34669
H 7.44872 8.00832 24.65890
H 6.05530 9.86730 25.48191
H 5.43131 8.81984 26.78612
H 4.15945 8.97480 24.73257
C 6.83361 14.61192 24.78879
C 5.89084 13.40829 24.80684
C 4.84940 13.55845 25.91012
O 5.42697 13.43096 27.21228
C 5.25580 12.14278 27.75444
N 5.26645 13.23943 23.48969
H 6.29487 15.55927 24.75682
H 7.51198 14.51373 23.93919
H 7.48126 14.61503 25.67237
H 6.47573 12.51107 25.03306
H 4.04940 12.81940 25.78768
H 4.40690 14.55963 25.86424
H 5.94993 12.04588 28.58849
H 5.48010 11.35497 27.02485
H 4.22830 11.99508 28.11475
H 4.75966 14.08738 23.24893
H 4.56287 12.50328 23.55383
C -1.10081 9.44347 27.91329
C -0.26809 10.31758 27.01808
C 0.99767 10.76441 27.71141
O 0.67609 11.64108 28.77454
C 1.75095 11.83937 29.64424
N 0.02235 9.61424 25.76316
H -0.53724 8.54086 28.17852
H -2.04563 9.18430 27.44084
H -1.28884 9.93785 28.87088
H -0.82149 11.22436 26.75476
H 1.65704 11.27972 26.99133
H 1.58296 9.89649 28.05996
H 1.47118 12.61681 30.36184
H 2.65085 12.15062 29.10360
H 1.95968 10.93724 30.23961
H 0.26525 8.64635 25.96061
H 0.86628 10.00340 25.34098
O 5.78636 9.31057 22.04130
H 5.07488 9.52565 22.66130
H 5.93071 8.37460 22.20999
O 3.47879 11.59676 20.31970
H 2.87244 12.31508 20.12044
H 3.29532 11.39304 21.25173
O 2.59212 7.52962 21.97012
H 1.68396 7.31719 22.20189
H 2.79650 8.28469 22.54566